{
  "formula": "C23H32ClN3O3S",
  "method": "wB97M-V/def2-TZVPD",
  "de_lowest_kj_mol": 16.20,
  "homo_ha": -0.296,
  "orbital_gap_ev": 8.63,
  "molar_mass_g_mol": 466.0,
  "total_energy_ev": -58341.3551,
  "species": ["C", "C", "C", "N", "C", "C", "C", "C", "C", "C", "C", "H", "H", "H", "H", "Cl", "O", "C", "H", "H", "S", "O", "C", "C", "O", "N", "C", "H", "C", "H", "H", "C", "N", "C", "C", "C", "H", "H", "H", "C", "C", "C", "H", "H", "H", "C", "H", "H", "H", "H", "H", "H", "H", "H", "H", "H", "H", "H", "H", "H", "H", "H", "H"],
  "coordinates": [[-1.03251, -1.08093, -3.05164], [-1.76795, -1.19804, -1.76828], [-1.77084, -2.15264, -0.78409], [-2.67484, -1.79158, 0.17198], [-3.17036, -0.65321, -0.22876], [-4.14038, 0.12130, 0.51154], [-4.52503, 1.42085, 0.17534], [-5.44424, 2.10776, 0.95318], [-5.98903, 1.51024, 2.07433], [-5.61231, 0.22244, 2.42591], [-4.69810, -0.46068, 1.65341], [-4.38242, -1.45948, 1.90743], [-6.03166, -0.24377, 3.30430], [-6.70328, 2.05302, 2.67463], [-5.72342, 3.11195, 0.67424], [-3.86997, 2.22553, -1.19807], [-2.66545, -0.25465, -1.41067], [-0.92182, -3.34392, -0.62814], [-1.34888, -4.02545, 0.10328], [-0.74246, -3.85325, -1.57333], [0.77851, -2.91201, 0.01735], [1.47512, -2.24709, -1.10162], [0.27852, -1.58278, 1.20378], [-0.09711, -0.20674, 0.65476], [-0.99726, 0.43847, 1.15376], [0.69244, 0.22470, -0.33721], [0.60071, 1.54676, -0.90744], [0.39084, 1.46586, -1.97936], [1.89108, 2.34500, -0.70002], [1.73530, 3.33926, -1.11933], [2.07698, 2.46886, 0.36668], [3.12434, 1.69262, -1.34944], [4.15495, 1.36408, -0.37816], [5.42242, 1.07634, -1.02444], [6.54034, 0.93324, 0.01060], [6.79052, 2.26914, 0.70631], [5.85574, 2.67816, 1.07685], [7.48213, 2.14666, 1.53675], [7.21846, 2.98220, 0.00526], [6.17498, -0.17758, 0.99750], [4.79519, 0.06333, 1.60456], [4.37723, -1.09471, 2.50619], [5.11597, -1.25360, 3.28832], [3.41977, -0.88539, 2.97988], [4.28481, -2.01340, 1.92926], [3.77599, 0.25771, 0.48254], [2.80448, 0.47965, 0.92632], [3.68754, -0.68287, -0.09485], [4.82592, 0.97906, 2.20102], [6.92774, -0.23969, 1.78613], [6.16540, -1.13448, 0.46827], [7.45556, 0.63909, -0.51667], [5.66110, 1.90314, -1.69886], [5.36183, 0.15067, -1.62816], [2.82226, 0.79898, -1.92636], [3.56951, 2.39515, -2.05819], [-0.23699, 2.05238, -0.42102], [1.32921, -0.43681, -0.77120], [1.14815, -1.45696, 1.85264], [-0.55238, -1.97134, 1.78969], [-0.00423, -1.41102, -2.92474], [-1.50292, -1.69978, -3.81732], [-1.04985, -0.04772, -3.38791]],
  "forces_ev_per_angstrom": [[-0.2, 0.1, 0.1], [0.4, -1.1, 0.4], [-0.1, 0.7, -0.9], [-0.6, 0.5, 0.3], [0.4, -1.2, 0.3], [-0.3, 0.6, 0.0], [-0.1, -0.3, 0.3], [0.0, 0.0, 0.0], [0.0, 0.0, 0.0], [0.0, 0.0, 0.0], [0.0, 0.1, -0.1], [0.0, -0.1, 0.1], [0.0, -0.1, 0.1], [-0.1, 0.1, 0.0], [0.0, 0.1, 0.0], [0.0, 0.5, -0.2], [0.0, 0.1, -0.1], [0.6, 0.3, 0.3], [-0.1, -0.1, 0.0], [0.2, -0.1, 0.1], [-1.1, -0.2, 0.8], [0.7, 0.2, -0.9], [0.0, -0.4, -0.1], [0.1, -0.3, -0.2], [-0.1, 0.2, 0.3], [0.3, 0.2, -0.3], [-0.1, 0.4, 0.2], [-0.1, 0.0, 0.0], [-0.2, -0.2, -0.2], [0.0, 0.1, 0.0], [0.0, 0.0, 0.0], [0.0, 0.2, 0.1], [0.0, 0.0, -0.1], [0.3, 0.0, 0.0], [0.0, 0.0, -0.1], [0.0, -0.2, -0.1], [0.0, 0.1, 0.1], [0.1, 0.0, 0.1], [0.0, 0.1, 0.0], [-0.1, 0.3, 0.0], [0.0, -0.3, -0.1], [0.1, 0.3, -0.1], [0.0, -0.1, 0.1], [-0.1, 0.0, 0.1], [0.0, -0.1, -0.1], [0.2, 0.2, 0.4], [0.0, -0.1, 0.0], [-0.1, 0.0, 0.0], [0.0, 0.0, 0.0], [0.1, -0.1, 0.0], [0.0, -0.1, 0.0], [-0.1, 0.0, 0.0], [0.0, 0.0, 0.0], [0.0, 0.0, 0.0], [0.0, 0.0, -0.1], [0.0, -0.1, 0.0], [0.0, -0.1, -0.2], [-0.2, -0.1, 0.2], [0.0, -0.1, 0.0], [0.0, 0.0, 0.0], [0.0, 0.0, 0.0], [0.0, 0.0, -0.1], [0.1, 0.1, -0.1]],
  "nbo_charge": [-0.68, 0.29, 0.02, -0.47, 0.49, -0.06, -0.02, -0.23, -0.19, -0.22, -0.16, 0.24, 0.22, 0.22, 0.23, 0.02, -0.39, -0.61, 0.25, 0.25, 1.26, -1.01, -0.71, 0.68, -0.64, -0.65, -0.22, 0.18, -0.42, 0.21, 0.22, -0.21, -0.45, -0.21, -0.22, -0.61, 0.22, 0.20, 0.21, -0.40, -0.21, -0.60, 0.21, 0.20, 0.20, -0.24, 0.21, 0.17, 0.20, 0.21, 0.20, 0.20, 0.20, 0.16, 0.16, 0.20, 0.24, 0.44, 0.25, 0.27, 0.26, 0.23, 0.24]
}